Entry 1:
{
  "formula": "C30H36FIIrNO3SSi",
  "method": "ωB97M-V with the def2-TZVPD basis set",
  "total_charge": 1,
  "fmax_ev_per_a": 3.03,
  "total_energy_ha": -2634.46777,
  "gap_ha": [0.1856, 0.1875],
  "lumo_energy_ev": [-5.62, -5.36],
  "multiplicity": 2,
  "homo_energy_ev": [-10.7, -10.5],
  "symbols": ["Ir", "C", "Si", "C", "C", "N", "C", "C", "C", "C", "C", "C", "F", "H", "H", "H", "H", "H", "H", "H", "H", "H", "H", "H", "H", "H", "I", "C", "C", "C", "C", "C", "C", "C", "O", "O", "H", "H", "H", "H", "C", "C", "C", "C", "C", "C", "C", "C", "H", "H", "H", "H", "H", "C", "C", "C", "S", "O", "C", "C", "C", "H", "H", "H", "H", "H", "H", "H", "H", "H", "H", "H", "H", "H", "H"],
  "positions_angstrom": [[0.0756, 0.4640, -0.1212], [2.2727, -0.0277, 2.3168], [1.5880, 1.7008, 2.3822], [1.5515, 2.2327, 4.1615], [2.6498, 2.8598, 1.4046], [-0.0379, 1.5736, 1.5491], [-1.2190, 2.1373, 1.9829], [-1.2539, 3.0713, 3.0482], [-2.4363, 3.5874, 3.5226], [-3.6526, 3.2367, 2.9410], [-3.6684, 2.3532, 1.8740], [-2.4802, 1.8240, 1.4342], [-2.5257, 0.9323, 0.4399], [3.3348, -0.0218, 2.5779], [2.1919, -0.4587, 1.3112], [1.7563, -0.6935, 3.0102], [2.5186, 1.9717, 4.5994], [0.7712, 1.7364, 4.7429], [1.4282, 3.3111, 4.2726], [3.4550, 3.2509, 2.0324], [2.0691, 3.6994, 1.0142], [3.0936, 2.3376, 0.5625], [-0.3236, 3.3970, 3.4824], [-2.4205, 4.2749, 4.3578], [-4.5801, 3.6531, 3.3094], [-4.5868, 2.0644, 1.3806], [-1.8612, -3.1293, -7.7953], [-1.8794, -2.2491, -5.9092], [-0.7173, -1.6747, -5.4139], [-0.7189, -1.1398, -4.1342], [-1.8706, -1.1976, -3.3561], [-3.0368, -1.7497, -3.8733], [-3.0460, -2.2743, -5.1552], [-1.8640, -0.7392, -1.9383], [-2.6199, -1.1934, -1.1246], [-0.9151, 0.2068, -1.7181], [0.1801, -1.6523, -6.0165], [0.1780, -0.6899, -3.7289], [-3.9260, -1.7789, -3.2574], [-3.9498, -2.7110, -5.5571], [1.5379, 1.1702, -1.0343], [2.3889, 1.6799, -1.7404], [3.3912, 2.3216, -2.5332], [4.0796, 3.4275, -2.0217], [5.0317, 4.0696, -2.7945], [5.3059, 3.6161, -4.0773], [4.6299, 2.5175, -4.5883], [3.6774, 1.8684, -3.8227], [3.8437, 3.7803, -1.0273], [5.5543, 4.9311, -2.3998], [6.0423, 4.1256, -4.6847], [4.8407, 2.1730, -5.5921], [3.1517, 1.0060, -4.2108], [1.6448, -3.8428, 0.3426], [0.7426, -4.5325, 1.3657], [-0.6255, -3.8662, 1.5092], [-0.4503, -2.1791, 2.1042], [-0.5262, -1.3475, 0.8059], [-2.0301, -1.9131, 2.9309], [-3.2618, -1.9046, 2.0251], [-4.0109, -3.2365, 1.9701], [2.6327, -4.3000, 0.3331], [1.7700, -2.7818, 0.5708], [1.2206, -3.9215, -0.6604], [1.2362, -4.5424, 2.3403], [0.5798, -5.5705, 1.0736], [-1.2407, -4.3912, 2.2406], [-1.1517, -3.7925, 0.5551], [-1.8889, -0.9389, 3.4058], [-2.0797, -2.6731, 3.7154], [-2.9786, -1.5927, 1.0228], [-3.9403, -1.1377, 2.4042], [-3.4754, -3.9904, 1.3923], [-4.9811, -3.0912, 1.4967], [-4.1850, -3.6363, 2.9721]],
  "mulliken_charge": [0.95, -0.83, 0.00, -1.47, -1.00, 0.20, 0.43, -0.45, -0.94, -0.49, -0.83, 0.33, 0.03, 0.58, 0.05, 0.26, 0.45, 0.40, 0.42, 0.57, 0.42, 0.11, 0.34, 0.43, 0.42, 0.51, 0.13, -0.04, -0.57, -0.50, 0.23, -0.42, -0.51, 0.58, -0.57, -0.45, 0.40, 0.50, 0.47, 0.39, -0.01, 0.06, 0.76, -0.27, -0.63, -0.43, -0.58, -0.51, 0.38, 0.40, 0.40, 0.40, 0.48, -0.77, -0.57, -0.88, 0.64, -0.72, -1.06, 0.58, -1.54, 0.40, 0.05, 0.29, 0.30, 0.38, 0.56, 0.24, 0.29, 0.74, -0.41, 0.43, 0.32, 0.40, 0.37]
}

=====

Entry 2:
{
  "formula": "C22H29N7O3",
  "method": "ωB97M-V with the def2-TZVPD basis set",
  "fmax_ev_per_a": 1.44,
  "total_energy_ha": -1464.72362,
  "gap_ha": 0.3004,
  "lumo_energy_ev": 0.23,
  "homo_energy_ev": -7.9,
  "symbols": ["C", "C", "C", "C", "C", "N", "N", "N", "N", "C", "C", "C", "C", "C", "C", "C", "C", "C", "C", "N", "C", "O", "O", "C", "O", "N", "C", "C", "N", "C", "C", "C", "H", "H", "H", "H", "H", "H", "H", "H", "H", "H", "H", "H", "H", "H", "H", "H", "H", "H", "H", "H", "H", "H", "H", "H", "H", "H", "H", "H", "H"],
  "positions_angstrom": [[-4.4902, -1.8032, 0.8448], [-3.6429, -2.8898, 0.1907], [-2.3136, -2.3773, -0.3984], [-2.5665, -1.3453, -1.4911], [-1.5214, -3.5479, -0.9930], [-1.5211, -1.8666, 0.7195], [-1.4672, -2.6457, 1.8098], [-0.7033, -2.0996, 2.6559], [-0.2125, -0.9676, 2.1871], [-0.7129, -0.8060, 0.9773], [-0.3048, 0.3407, 0.1142], [1.1557, 0.0723, -0.1968], [2.1446, 0.4804, 0.6316], [3.5130, 0.1979, 0.3627], [4.5472, 0.6305, 1.2184], [5.8266, 0.3065, 0.8764], [6.1201, -0.4320, -0.2855], [5.1406, -0.8667, -1.1354], [3.8164, -0.5424, -0.7980], [2.7859, -0.9490, -1.5990], [1.4477, -0.7105, -1.3827], [0.6170, -1.1546, -2.1649], [7.4658, -0.6085, -0.3800], [8.0272, 0.0262, 0.7516], [6.9968, 0.6009, 1.5221], [-0.4209, 1.6150, 0.8141], [-1.6134, 1.8305, 1.6073], [-2.8567, 2.1504, 0.7725], [-2.6012, 3.3160, -0.0520], [-3.7708, 3.7186, -0.7989], [-1.4598, 3.0791, -0.9169], [-0.2262, 2.7509, -0.0675], [-3.9299, -1.2898, 1.6236], [-5.3667, -2.2514, 1.3059], [-4.8311, -1.0694, 0.1183], [-3.4119, -3.6525, 0.9351], [-4.2106, -3.3585, -0.6146], [-3.2974, -1.7538, -2.1856], [-2.9673, -0.4186, -1.0879], [-1.6526, -1.1478, -2.0463], [-1.2901, -4.2778, -0.2207], [-0.5947, -3.1800, -1.4292], [-2.1031, -4.0303, -1.7734], [-0.8590, 0.3186, -0.8303], [1.8787, 1.0316, 1.5200], [4.3201, 1.1916, 2.1081], [5.3731, -1.4335, -2.0214], [3.0046, -1.4959, -2.4241], [8.7263, 0.8107, 0.4221], [8.5726, -0.7165, 1.3551], [-1.7922, 0.9634, 2.2425], [-1.4050, 2.6872, 2.2543], [-3.6935, 2.3724, 1.4392], [-3.1381, 1.2733, 0.1581], [-3.5424, 4.6265, -1.3554], [-4.1109, 2.9477, -1.5106], [-4.5814, 3.9297, -0.1027], [-1.2682, 3.9869, -1.4939], [-1.6574, 2.2593, -1.6341], [0.6323, 2.5599, -0.7144], [-0.0034, 3.6134, 0.5663]],
  "mulliken_charge": [-1.09, -0.99, 1.57, -1.56, -1.85, 1.38, -0.33, -1.19, -0.16, -1.49, 2.09, -1.14, 0.00, 0.12, -1.09, 0.75, 0.79, -1.05, -0.17, 0.00, 0.60, -0.76, -0.50, -0.26, -0.50, 0.00, -1.18, -0.08, -0.16, -1.05, -0.62, -0.92, 0.23, 0.46, 0.25, 0.42, 0.52, 0.54, 0.17, 0.21, 0.42, 0.25, 0.44, 0.37, 0.61, 0.53, 0.43, 0.27, 0.24, 0.25, 0.54, 0.50, 0.57, -0.05, 0.35, 0.32, 0.34, 0.54, 0.24, 0.41, 0.47]
}

=====

Entry 3:
{
  "formula": "C4H11NS",
  "method": "ωB97M-V with the def2-TZVPD basis set",
  "fmax_ev_per_a": 4.20,
  "total_energy_ha": -611.69350,
  "gap_ha": 0.1324,
  "lumo_energy_ev": -3.54,
  "homo_energy_ev": -7.1,
  "symbols": ["C", "N", "C", "C", "S", "C", "H", "H", "H", "H", "H", "H", "H", "H", "H", "H", "H"],
  "positions_angstrom": [[-0.2082, -1.0524, 0.3176], [0.3968, -2.2273, 0.7379], [1.6495, -2.4258, 0.0980], [0.0129, 3.3838, -0.6403], [-1.1756, 1.9916, -0.5832], [-1.6989, -0.6667, 0.7550], [-0.3283, -1.0090, -0.8296], [0.4797, -0.1882, 0.5666], [2.6007, -2.0370, 0.7010], [1.9131, -3.4189, -0.0909], [1.8324, -1.8277, -0.7833], [-0.5487, 4.3575, -0.7551], [0.9454, 3.3604, -0.1566], [0.3757, 3.3514, -1.6848], [-2.2038, -1.3805, 1.3347], [-2.2988, -0.5136, -0.1867], [-1.7438, 0.3025, 1.1998]],
  "mulliken_charge": [0.01, -0.33, -0.73, -0.86, -0.24, -1.31, 0.32, 0.33, 0.28, 0.35, 0.32, 0.28, 0.32, 0.26, 0.38, 0.30, 0.32]
}

=====

Entry 4:
{
  "formula": "C8H9NO3",
  "method": "ωB97M-V with the def2-TZVPD basis set",
  "fmax_ev_per_a": 4.93,
  "total_energy_ha": -590.61890,
  "gap_ha": 0.3178,
  "lumo_energy_ev": -0.50,
  "homo_energy_ev": -9.1,
  "symbols": ["C", "C", "N", "C", "C", "C", "O", "C", "C", "O", "C", "O", "H", "H", "H", "H", "H", "H", "H", "H", "H"],
  "positions_angstrom": [[-1.7110, -0.4798, -2.7856], [-0.9666, -0.0914, -1.4975], [-1.2219, 1.1656, -1.0324], [-0.7709, 1.4445, 0.1426], [0.0389, 0.6843, 1.0114], [0.4665, 1.3957, 2.4066], [1.8250, 1.8100, 2.3942], [0.4014, -0.6015, 0.4710], [1.5273, -1.4530, 1.1510], [2.0785, -1.0673, 2.1428], [-0.0711, -0.9440, -0.8629], [0.2594, -2.1786, -1.2720], [-1.0952, -1.1125, -3.6237], [-2.6191, -1.2357, -2.4414], [-2.0531, 0.5929, -3.1840], [-0.8895, 2.5541, 0.4247], [0.4534, 0.7725, 3.4402], [-0.1575, 2.3152, 2.3064], [2.2914, 0.9838, 2.5492], [1.9994, -2.4427, 0.6051], [0.2146, -2.1121, -2.3457]],
  "mulliken_charge": [-1.15, 0.58, -0.51, -0.54, 0.62, -0.55, -0.51, 0.24, -0.06, -0.49, 0.38, -0.59, 0.38, 0.23, 0.32, 0.19, 0.27, 0.29, 0.34, 0.25, 0.32]
}

=====

Entry 5:
{
  "formula": "C15H54O12",
  "method": "ωB97M-V with the def2-TZVPD basis set",
  "fmax_ev_per_a": 4.36,
  "total_energy_ha": -1506.49097,
  "gap_ha": 0.3547,
  "lumo_energy_ev": 0.20,
  "homo_energy_ev": -9.4,
  "symbols": ["C", "C", "O", "H", "H", "H", "H", "H", "H", "C", "C", "O", "H", "H", "H", "H", "H", "H", "C", "C", "O", "H", "H", "H", "H", "H", "H", "C", "O", "H", "H", "H", "H", "C", "O", "H", "H", "H", "H", "C", "O", "H", "H", "H", "H", "C", "O", "H", "H", "H", "H", "C", "O", "H", "H", "H", "H", "C", "O", "H", "H", "H", "H", "C", "O", "H", "H", "H", "H", "C", "O", "H", "H", "H", "H", "C", "O", "H", "H", "H", "H"],
  "positions_angstrom": [[-2.9640, -2.7183, -2.5237], [-3.9500, -1.7543, -1.7917], [-3.5180, -0.4923, -2.2177], [-1.9440, -2.4373, -2.2827], [-3.0810, -2.6873, -3.6227], [-3.1510, -3.6843, -2.1577], [-3.8850, -1.9233, -0.6917], [-4.9910, -1.8873, -2.0607], [-4.0450, 0.0877, -1.7777], [-1.3800, -0.0233, 0.4993], [0.0860, 0.0857, 0.7693], [0.5900, -1.0833, 0.2513], [-2.0180, 0.6797, 1.0853], [-1.7690, -0.9923, 0.7543], [-1.6140, 0.0497, -0.5017], [0.2290, 0.0927, 1.8573], [0.4330, 1.0177, 0.4483], [0.3640, -1.0953, -0.6817], [1.0620, -3.5293, -3.9877], [0.7960, -3.6223, -2.4267], [2.0110, -3.5753, -1.7737], [1.5650, -2.5863, -4.3527], [0.1570, -3.4143, -4.5317], [1.6190, -4.4543, -4.3337], [0.1430, -4.3913, -2.0947], [0.2380, -2.6983, -2.2237], [1.9800, -3.8403, -0.8107], [-1.3210, 2.9757, -1.1417], [-2.5440, 2.9257, -0.4167], [-0.5440, 3.5407, -0.7397], [-1.5390, 3.4907, -2.0217], [-0.9400, 2.0247, -1.4817], [-2.6190, 3.6707, 0.1843], [2.9510, -3.5773, 1.3423], [1.5930, -3.6333, 0.9933], [3.3590, -2.6113, 1.2273], [3.4300, -4.1323, 0.5813], [3.3000, -3.9953, 2.2733], [1.3820, -2.6763, 0.8393], [0.2340, 3.5407, 2.0743], [0.1110, 4.8357, 2.5833], [0.5060, 3.5737, 1.0223], [-0.6430, 2.8807, 2.2603], [1.0000, 2.9067, 2.5833], [-0.3550, 4.8217, 3.4693], [-1.1520, 0.8847, 4.1703], [-0.3850, 1.8697, 4.8213], [-0.7130, -0.1183, 4.1903], [-1.3020, 1.2177, 3.1413], [-2.1750, 0.8367, 4.5373], [0.4760, 1.6667, 4.6463], [-5.0300, 0.9117, 0.8023], [-4.6850, 1.0597, -0.5357], [-5.5840, 0.0077, 0.9823], [-5.7980, 1.6657, 1.0573], [-4.1110, 0.9037, 1.4313], [-4.1360, 1.8547, -0.6217], [3.7580, -0.6723, -0.5367], [4.5320, 0.4307, -0.8987], [3.3710, -0.3893, 0.4423], [4.2870, -1.6123, -0.4177], [2.9140, -0.9743, -1.2567], [4.0540, 1.2027, -1.2877], [2.1690, -0.4343, 3.6133], [2.1300, 0.9597, 3.7553], [1.1940, -0.9823, 3.3233], [2.5890, -0.9713, 4.5123], [2.7910, -0.6453, 2.7703], [2.9270, 1.3197, 3.3223], [-0.3550, -0.2413, -3.4217], [0.5310, -0.0743, -2.3007], [0.0650, 0.4327, -4.1607], [-1.3080, 0.1107, -3.1627], [-0.5110, -1.1723, -3.9017], [0.6160, 0.8187, -2.0137], [3.1460, 3.7517, -0.3527], [2.6180, 2.4437, -0.4517], [2.7230, 4.1387, 0.5393], [2.8550, 4.4087, -1.1247], [4.2400, 3.8337, -0.2887], [2.9310, 1.8737, 0.2193]],
  "mulliken_charge": [-0.71, -0.35, -0.42, -0.18, 0.29, 0.50, 0.20, 0.42, 0.48, -1.07, 1.75, 0.33, -0.38, 0.51, 0.40, -0.61, -0.34, -0.19, -1.43, 0.67, -0.58, 0.33, 0.43, 0.31, 0.50, -0.68, 0.36, -0.67, -0.49, 0.25, 0.52, 0.00, 0.28, -0.59, -0.66, -0.07, 0.37, 0.33, 0.52, 0.47, -0.61, -0.22, 0.00, -0.01, 0.35, -0.19, -0.60, 0.23, -0.32, 0.41, 0.42, -0.57, -0.57, 0.29, 0.28, 0.13, 0.39, 0.03, -0.67, -0.28, 0.41, 0.15, 0.41, -0.37, -0.51, 0.08, 0.29, 0.06, 0.32, -0.75, -0.31, 0.34, 0.34, 0.15, 0.12, -0.88, -0.36, 0.33, 0.33, 0.32, 0.21]
}

=====

Entry 6:
{
  "formula": "CH2NP",
  "method": "ωB97M-V with the def2-TZVPD basis set",
  "fmax_ev_per_a": 5.46,
  "total_energy_ha": -435.20533,
  "gap_ha": 0.3230,
  "lumo_energy_ev": -0.92,
  "homo_energy_ev": -9.7,
  "symbols": ["C", "N", "P", "H", "H"],
  "positions_angstrom": [[1.6793, -0.5662, -0.2267], [-1.4003, 0.0798, -0.2272], [0.0882, -0.2110, -0.3858], [1.3633, -0.3267, 0.7059], [-1.7305, 1.0241, 0.1337]],
  "mulliken_charge": [-0.62, -0.58, 0.63, 0.28, 0.28]
}